Density functional theory data (the ωB97M-V functional and the def2-TZVPD basis) for C21H21IN3PtS2 as an isolated structure.

Atoms and positions in Å:
H 1.062 0.054 3.872
C -4.414 -2.086 2.309
H -2.911 -0.637 -1.403
C -2.260 -1.243 -2.018
S 1.567 -1.324 -0.250
H -0.119 -3.714 -3.996
H -2.942 -0.447 -3.844
H -0.574 2.201 2.696
C 3.409 -0.042 -1.747
H 4.039 -0.637 -1.086
C 0.690 3.662 1.769
H 0.915 2.701 -2.980
C -1.212 -0.575 3.131
H 1.864 -0.658 2.470
N -1.395 -2.085 -1.308
H -3.933 -1.222 4.310
C -3.656 -1.433 3.287
C 2.870 2.903 1.110
H 2.436 2.786 -2.090
H 3.848 0.952 -1.847
H -3.851 -2.562 0.178
C 1.925 3.916 1.183
H 3.302 0.839 1.532
H -0.063 4.440 1.807
C 1.728 2.104 -2.575
H 3.829 3.085 0.636
C -0.675 -2.952 -3.463
N -0.196 -0.558 2.331
H -1.112 -0.210 4.151
C -2.267 -1.153 -3.373
C 0.406 2.403 2.277
C 1.992 0.011 -1.216
I 0.084 -4.696 -1.131
C -3.624 -2.133 1.142
C -2.445 -1.105 2.669
C -1.397 -1.959 -4.149
H 2.140 4.893 0.768
Pt -0.659 -1.250 0.428
H -5.410 -2.492 2.416
N -2.448 -1.545 1.368
H 3.432 -0.518 -2.733
C 1.063 0.011 2.780
S -0.351 1.374 -0.946
C 1.173 1.102 -1.570
C 1.349 1.384 2.212
C -0.698 -2.978 -2.097
C 2.578 1.643 1.620
H 2.253 1.619 -3.402
H -1.343 -1.869 -5.226

LUMO level (alpha / beta) = 2.6 / 2.1 eV
⟨S²⟩ = 2.037
multiplicity = 3
charge = -1
relative energy (zero: lowest compared OMol25 entry of this formula, charge and spin) = 0.117 eV

Results of the natural (NBO) charge analysis, in e, for atoms 1 through 4:
1. H 0.184
2. C -0.344
3. H 0.201
4. C -0.021